C44H51CoN6SSb | ωB97M-V/def2-TZVPD

Positions of all 104 atoms, in Å:
Co1 -1.0403 0.7595 0.3735
C1 -3.3703 0.6982 -1.9214
C2 -3.4107 -0.8253 -1.9692
C3 -3.0498 -1.5322 -0.6693
N1 -1.7862 -1.1651 -0.0123
C4 -1.2631 -2.0819 0.7998
C5 -1.8750 -3.3285 1.0661
C6 -1.3719 -4.5013 1.6091
C7 -0.1031 -4.7729 2.0950
C8 0.8767 -3.8398 2.3811
C9 0.8314 -2.4655 2.2326
C10 -0.1087 -1.6197 1.6035
N2 -0.0215 -0.2971 1.6898
C11 0.5792 0.3386 2.8631
C12 -0.5277 0.6112 3.8734
C13 -1.5013 1.7226 3.4673
N3 -1.5519 2.0144 2.0294
C14 -2.3276 3.0241 1.6573
C15 -3.3372 3.5786 2.4683
C16 -4.0560 4.7599 2.3529
C17 -3.8857 5.8002 1.4513
C18 -3.0758 5.7923 0.3250
C19 -2.3671 4.7418 -0.2247
C20 -2.1278 3.4343 0.2509
N4 -1.6134 2.4744 -0.5023
C21 -1.6855 2.5797 -1.9614
C22 -2.0583 1.2151 -2.5129
H1 -3.4815 1.0323 -0.8670
H2 -4.2437 1.1332 -2.4497
H3 -2.7510 -1.1946 -2.7769
H4 -4.4283 -1.1795 -2.2393
H5 -3.0443 -2.6261 -0.8856
H6 -3.8581 -1.3474 0.0792
H7 -2.9385 -3.3792 0.7884
H8 -2.0830 -5.3401 1.6324
H9 0.1301 -5.8254 2.3206
H10 1.8131 -4.2144 2.8264
H11 1.7099 -1.9318 2.6268
H12 1.0312 1.2855 2.5333
H13 1.3584 -0.3038 3.3053
H14 -0.0738 0.9028 4.8363
H15 -1.1012 -0.3140 4.0565
H16 -1.2253 2.6762 3.9873
H17 -2.5182 1.4431 3.8308
H18 -3.6190 2.9378 3.3190
H19 -4.8227 4.9025 3.1242
H20 -4.4562 6.7175 1.6248
H21 -3.0335 6.7275 -0.2554
H22 -1.8666 4.9598 -1.1883
H23 -0.6996 2.9154 -2.3481
H24 -2.4473 3.3387 -2.2488
H25 -1.2423 0.4971 -2.2616
H26 -2.1213 1.2548 -3.6173
N5 -2.3202 -2.4980 4.0663
C23 -3.5825 -2.0136 3.9959
N6 -4.4569 -2.4417 4.9216
S1 -4.0162 -0.8957 2.8416
H27 -2.1157 -3.3223 4.6322
H28 -1.7271 -2.3197 3.2619
H29 -4.1876 -3.0608 5.6828
H30 -5.3819 -2.0239 4.9179
C24 3.3619 -1.2628 -4.0625
C25 3.3550 0.2367 -4.0345
C26 4.0813 0.9003 -5.0204
C27 4.1341 2.2811 -5.0864
C28 3.4566 3.0330 -4.1345
C29 2.7248 2.3822 -3.1500
C30 2.6625 0.9929 -3.0936
Sb1 1.4629 0.3246 -1.3767
C31 1.4611 -1.8431 -1.4916
C32 2.0970 -2.5619 -0.4972
C33 2.0046 -3.9532 -0.4578
C34 1.2305 -4.6143 -1.3953
C35 0.6007 -3.8936 -2.3992
C36 0.7237 -2.5021 -2.4711
C37 0.0516 -1.8044 -3.6187
C38 2.9652 0.9487 0.0550
C39 2.5043 1.9572 0.8854
C40 3.3125 2.4751 1.9000
C41 4.6042 1.9986 2.0462
C42 5.0876 1.0474 1.1634
C43 4.2857 0.5124 0.1518
C44 4.8900 -0.4585 -0.8167
H31 4.3368 -1.6234 -4.4560
H32 2.5693 -1.6530 -4.7414
H33 3.2086 -1.7159 -3.0693
H34 4.6247 0.2999 -5.7604
H35 4.7081 2.7679 -5.8912
H36 3.4871 4.1269 -4.1583
H37 2.1992 2.9886 -2.3973
H38 2.6730 -2.0380 0.2809
H39 2.5276 -4.5122 0.3288
H40 1.1084 -5.7012 -1.3536
H41 0.0029 -4.4109 -3.1580
H42 0.2958 -2.3115 -4.5852
H43 0.3489 -0.7392 -3.7170
H44 -1.0558 -1.8167 -3.4983
H45 1.4807 2.3438 0.7732
H46 2.9064 3.2433 2.5661
H47 5.2471 2.3713 2.8500
H48 6.1222 0.6883 1.2442
H49 5.8368 -0.8611 -0.4062
H50 5.1295 0.0494 -1.7831
H51 4.2147 -1.3003 -1.0531

Output
- Expectation value of S²: 6.12
- LUMO energy (spin up / spin down): -3.0463 / -5.1994 eV
- Energy relative to the best compared isomer or geometry (same formula, charge and spin): 0.00 kJ/mol
- Calculated total energy: -110388.7552 eV
- Largest force on an atom: 2.45 eV Å⁻¹
- 2S+1: 5
- Net charge: +1